{
  "formula": "C18H14Cl36FNO6",
  "method": "ωB97M-V/def2-TZVPD",
  "orbital_gap_ev": 9.905,
  "lumo_energy_ev": -0.07,
  "smiles": "CCOOC(=O)N(CCF)CC(=O)OC(C)=O.ClC(Cl)(Cl)Cl.ClC(Cl)(Cl)Cl.ClC(Cl)(Cl)Cl.ClC(Cl)(Cl)Cl.ClC(Cl)(Cl)Cl.ClC(Cl)(Cl)Cl.ClC(Cl)(Cl)Cl.ClC(Cl)(Cl)Cl.ClC(Cl)(Cl)Cl",
  "largest_force_ev_per_a": 8.9,
  "elements": ["C", "C", "O", "O", "C", "O", "N", "C", "C", "F", "C", "C", "O", "O", "C", "C", "O", "H", "H", "H", "H", "H", "H", "H", "H", "H", "H", "H", "H", "H", "H", "Cl", "C", "Cl", "Cl", "Cl", "Cl", "C", "Cl", "Cl", "Cl", "Cl", "C", "Cl", "Cl", "Cl", "Cl", "C", "Cl", "Cl", "Cl", "Cl", "C", "Cl", "Cl", "Cl", "Cl", "C", "Cl", "Cl", "Cl", "Cl", "C", "Cl", "Cl", "Cl", "Cl", "C", "Cl", "Cl", "Cl", "Cl", "C", "Cl", "Cl", "Cl"],
  "positions_angstrom": [[7.72755, -3.60599, 0.16643], [8.20175, -3.79930, -1.26468], [7.48049, -3.10621, -2.23816], [7.43439, -1.73480, -1.86797], [6.14218, -1.36766, -1.90531], [5.60053, -1.21286, -2.87147], [5.61296, -1.15699, -0.64869], [6.12342, 0.11859, -0.09139], [7.04240, -0.10084, 1.05948], [8.26192, -0.48333, 0.63675], [4.16454, -1.09012, -0.71274], [3.57333, -2.33783, -1.23524], [4.11367, -3.31479, -1.34947], [2.21702, -2.23016, -1.64544], [1.42367, -2.99388, -0.80179], [1.09464, -2.45511, 0.52096], [1.04481, -3.98631, -1.14289], [8.52821, -3.23567, 0.75896], [7.36283, -4.52660, 0.55869], [6.93292, -2.89689, 0.24808], [9.25686, -3.60277, -1.30797], [8.06149, -4.82157, -1.51545], [5.32515, 0.71615, 0.28163], [6.63625, 0.68598, -0.86164], [6.61026, -0.86788, 1.67038], [7.16209, 0.82354, 1.58729], [3.83317, -0.25493, -1.29629], [3.80281, -0.94057, 0.28181], [0.10463, -2.05569, 0.47975], [1.07638, -3.25729, 1.21900], [1.73775, -1.66226, 0.83897], [-2.58674, -1.30545, 3.42781], [-4.23315, -1.60206, 2.86171], [-5.15154, -2.42629, 4.12700], [-5.00906, -0.06827, 2.47851], [-4.18213, -2.61635, 1.41898], [0.52833, 2.79342, -1.74315], [1.41572, 1.80760, -2.92090], [3.02135, 2.50730, -3.16377], [1.60068, 0.15227, -2.34423], [0.53124, 1.79891, -4.44905], [-9.66187, 3.25705, 2.33920], [-8.23462, 2.46395, 3.00327], [-7.82091, 3.19402, 4.55650], [-8.56386, 0.74427, 3.23032], [-6.88192, 2.66616, 1.88676], [-7.22405, 8.10991, 0.10231], [-6.75100, 6.41326, 0.21166], [-5.06886, 6.23593, -0.29521], [-6.92292, 5.85364, 1.87410], [-7.78634, 5.44300, -0.83892], [-1.02505, 1.77038, -7.13885], [-0.12242, 0.80139, -8.30874], [1.47580, 1.50964, -8.54326], [0.04569, -0.84357, -7.69763], [-0.99078, 0.77784, -9.84449], [-1.48309, 1.17752, 1.65064], [-1.81344, 2.87312, 1.99359], [-1.74106, 3.11936, 3.73996], [-0.63285, 3.93362, 1.21272], [-3.42457, 3.28835, 1.40698], [6.44076, 5.37951, -0.61531], [7.16508, 4.32251, -1.82744], [8.83504, 4.80896, -2.11659], [7.12834, 2.64603, -1.23484], [6.25214, 4.43163, -3.33078], [-12.01738, 0.74875, 2.06326], [-13.49458, 1.68341, 2.28586], [-14.88038, 0.74896, 1.72018], [-13.69719, 2.06162, 3.99754], [-13.38024, 3.18540, 1.36223], [-5.97819, -5.04617, 4.76260], [-6.67024, -6.61981, 5.18290], [-8.35215, -6.41062, 5.67730], [-6.59695, -7.68257, 3.77738], [-5.75070, -7.33342, 6.51034]],
  "lowdin_charge": [-0.05, -0.22, -0.03, 0.03, -0.62, 0.28, -0.01, -0.18, -0.22, 0.00, -0.09, -0.47, 0.28, -0.05, -0.59, 0.04, 0.25, 0.07, 0.07, 0.04, 0.11, 0.12, 0.12, 0.00, 0.12, 0.12, 0.08, 0.14, 0.09, 0.10, 0.07, 0.50, -2.03, 0.49, 0.50, 0.54, 0.50, -2.00, 0.52, 0.67, 0.50, 0.51, -2.04, 0.54, 0.52, 0.46, 0.53, -2.06, 0.52, 0.50, 0.52, 0.49, -2.06, 0.53, 0.53, 0.53, 0.50, -2.04, 0.54, 0.51, 0.50, 0.53, -2.03, 0.54, 0.62, 0.53, 0.50, -2.07, 0.53, 0.53, 0.52, 0.46, -2.05, 0.52, 0.53, 0.52]
}

***

{
  "formula": "C39H35FN6O16",
  "method": "ωB97M-V/def2-TZVPD",
  "orbital_gap_ev": 8.899,
  "lumo_energy_ev": -0.73,
  "smiles": "O=[N+]([O-])c1ccccc1.O=[N+]([O-])c1ccccc1.O=[N+]([O-])c1ccccc1.O=[N+]([O-])c1ccccc1.O=[N+]([O-])c1ccccc1.O=[N+]([O-])c1ccccc1.O=C(F)OCCOO",
  "largest_force_ev_per_a": 2.9,
  "elements": ["O", "N", "O", "C", "C", "C", "C", "C", "C", "H", "H", "H", "H", "H", "O", "N", "O", "C", "C", "C", "C", "C", "C", "H", "H", "H", "H", "H", "O", "N", "O", "C", "C", "C", "C", "C", "C", "H", "H", "H", "H", "H", "O", "N", "O", "C", "C", "C", "C", "C", "C", "H", "H", "H", "H", "H", "O", "N", "O", "C", "C", "C", "C", "C", "C", "H", "H", "H", "H", "H", "O", "N", "O", "C", "C", "C", "C", "C", "C", "H", "H", "H", "H", "H", "O", "C", "F", "O", "C", "C", "O", "O", "H", "H", "H", "H", "H"],
  "positions_angstrom": [[-4.52157, 3.02116, 3.88214], [-3.52546, 2.70004, 3.26849], [-2.41035, 3.11747, 3.50061], [-3.68084, 1.74117, 2.16554], [-4.94386, 1.27363, 1.85321], [-5.08656, 0.38521, 0.79943], [-3.97310, -0.02445, 0.07776], [-2.71141, 0.44864, 0.40860], [-2.56070, 1.33863, 1.46073], [-5.80733, 1.59461, 2.41577], [-6.06597, 0.01216, 0.53592], [-4.08637, -0.71353, -0.74741], [-1.85051, 0.12809, -0.14803], [-1.58129, 1.71104, 1.72143], [2.34158, -1.29596, 1.61303], [1.44080, -1.97165, 1.16542], [1.39894, -2.39813, 0.02798], [0.31511, -2.27572, 2.05591], [0.32289, -1.76380, 3.34123], [-0.75400, -2.03086, 4.17021], [-1.81388, -2.80225, 3.70952], [-1.80019, -3.31515, 2.41797], [-0.72859, -3.05058, 1.58239], [1.14886, -1.16433, 3.69701], [-0.76651, -1.63419, 5.17563], [-2.65507, -3.00489, 4.35908], [-2.62249, -3.91483, 2.06117], [-0.71498, -3.44364, 0.57664], [3.05582, -0.01346, 4.88236], [4.09921, 0.54361, 5.15751], [4.65401, 0.46609, 6.23281], [4.73018, 1.36950, 4.11879], [4.10300, 1.50264, 2.89413], [4.68651, 2.29813, 1.92289], [5.88470, 2.94561, 2.18405], [6.50686, 2.79303, 3.41731], [5.92856, 2.00047, 4.39543], [3.17092, 0.99686, 2.69118], [4.20714, 2.41710, 0.96210], [6.33619, 3.56289, 1.43198], [7.44230, 3.29642, 3.61860], [6.40708, 1.88262, 5.35578], [-7.23575, -2.40016, -2.29850], [-7.24658, -1.19645, -2.17075], [-7.60527, -0.61062, -1.16900], [-6.79010, -0.38255, -3.30586], [-6.40455, -1.01384, -4.47328], [-5.99160, -0.24192, -5.54612], [-5.96552, 1.14198, -5.43854], [-6.34798, 1.75798, -4.25480], [-6.76470, 0.99340, -3.17797], [-6.42534, -2.09011, -4.55230], [-5.69174, -0.72014, -6.46777], [-5.64664, 1.74221, -6.28008], [-6.32417, 2.83530, -4.17132], [-7.06438, 1.46866, -2.25623], [-3.90168, -6.81260, -0.30473], [-3.03869, -6.61164, 0.51825], [-3.11146, -5.79168, 1.41343], [-1.80586, -7.40546, 0.43287], [-1.66643, -8.32413, -0.59030], [-0.49271, -9.05349, -0.67804], [0.51887, -8.85933, 0.25314], [0.35743, -7.93789, 1.27879], [-0.81232, -7.20277, 1.37275], [-2.45518, -8.47184, -1.31219], [-0.36561, -9.77215, -1.47518], [1.43649, -9.42716, 0.17841], [1.14475, -7.78934, 2.00409], [-0.94025, -6.48244, 2.16727], [5.93257, 4.25071, -1.51445], [5.69796, 5.16560, -0.75387], [5.12804, 5.04006, 0.31158], [6.13311, 6.51274, -1.14311], [6.75619, 6.69108, -2.36404], [7.14633, 7.96657, -2.73548], [6.91385, 9.04025, -1.88648], [6.29437, 8.84037, -0.66031], [5.89872, 7.56844, -0.28214], [6.93522, 5.85372, -3.02111], [7.62981, 8.12378, -3.68915], [7.21544, 10.03612, -2.18193], [6.11632, 9.67680, 0.00044], [5.41396, 7.40931, 0.66915], [-2.01011, -0.68259, -2.23272], [-1.05327, -1.34952, -2.55974], [-0.60281, -2.30310, -1.76401], [-0.39055, -1.21010, -3.69738], [1.00675, -0.94259, -3.50967], [1.25038, 0.34264, -2.75758], [0.46425, 1.34493, -3.35714], [-0.06705, 2.17376, -2.32165], [1.53568, -1.76819, -3.05278], [1.42098, -0.84281, -4.49925], [2.29751, 0.59068, -2.89955], [1.06365, 0.25635, -1.69590], [-1.00992, 2.14378, -2.51011]],
  "lowdin_charge": [0.07, -0.36, 0.07, -0.15, 0.00, -0.06, -0.06, -0.06, 0.00, 0.12, 0.09, 0.10, 0.08, 0.12, 0.08, -0.34, 0.05, -0.14, 0.00, -0.06, -0.06, -0.06, 0.00, 0.10, 0.11, 0.11, 0.08, 0.11, 0.06, -0.35, 0.08, -0.15, 0.00, -0.05, -0.07, -0.06, -0.01, 0.10, 0.11, 0.08, 0.11, 0.12, 0.09, -0.35, 0.06, -0.15, 0.00, -0.06, -0.07, -0.06, 0.00, 0.12, 0.11, 0.11, 0.11, 0.12, 0.10, -0.34, 0.05, -0.14, 0.00, -0.06, -0.07, -0.06, 0.00, 0.12, 0.11, 0.11, 0.11, 0.12, 0.09, -0.34, 0.06, -0.15, 0.00, -0.06, -0.07, -0.06, 0.00, 0.12, 0.11, 0.11, 0.11, 0.12, 0.15, -0.55, 0.16, 0.07, -0.12, -0.18, -0.12, -0.01, 0.13, 0.13, 0.13, 0.13, 0.10]
}

***

{
  "formula": "C21H21N4O2RuS",
  "method": "ωB97M-V/def2-TZVPD",
  "orbital_gap_ev": [7.754, 6.641],
  "lumo_energy_ev": [-6.52, -7.81],
  "total_charge": 2,
  "relative_energy_kcal_mol": 0.0,
  "largest_force_ev_per_a": 0.1,
  "multiplicity": 2,
  "elements": ["Ru", "N", "C", "C", "C", "C", "C", "C", "C", "C", "C", "C", "C", "C", "H", "H", "H", "H", "H", "H", "H", "H", "H", "H", "C", "O", "C", "O", "N", "N", "H", "H", "H", "H", "H", "H", "S", "C", "N", "C", "C", "C", "C", "C", "C", "H", "H", "H", "H", "H"],
  "positions_angstrom": [[0.25637, -0.13719, 0.04412], [-1.16039, -0.51127, 1.47829], [-2.48577, -0.77199, 0.93522], [-3.15304, -1.92759, 1.30297], [-4.40855, -2.18683, 0.77207], [-4.97179, -1.28697, -0.12039], [-4.28660, -0.13689, -0.48302], [-3.02387, 0.15415, 0.03795], [-2.27823, 1.36945, -0.38298], [-2.98351, 2.51957, -0.72530], [-2.32779, 3.64579, -1.20259], [-0.94565, 3.64779, -1.35068], [-0.22517, 2.52328, -0.99317], [-0.86442, 1.37882, -0.49014], [-0.88983, -1.27653, 2.09446], [-1.21289, 0.32758, 2.05651], [-2.70684, -2.61599, 2.01217], [-4.94074, -3.08320, 1.05845], [-5.94709, -1.48379, -0.54383], [-4.72864, 0.53845, -1.20317], [-4.05865, 2.54713, -0.60559], [-2.89957, 4.52718, -1.46003], [-0.43877, 4.52422, -1.73094], [0.85586, 2.53747, -1.09093], [2.59191, -4.44651, 0.09449], [1.38730, -4.14240, -0.66884], [0.91469, -2.93836, -0.58316], [1.40437, -2.02003, 0.09040], [-0.21751, -2.75825, -1.30770], [-0.74787, -1.45590, -1.39271], [2.80460, -5.48385, -0.13174], [2.39326, -4.31088, 1.15365], [3.40047, -3.80024, -0.23422], [-0.54898, -3.47921, -1.93285], [-1.74479, -1.48877, -1.17764], [-0.64268, -1.10430, -2.34413], [2.81623, 2.19327, 3.05422], [1.46774, 1.32209, 2.51349], [1.52467, 0.88084, 1.28298], [2.73105, 1.23872, 0.68271], [3.10333, 0.92929, -0.62586], [4.32283, 1.38054, -1.07755], [5.16853, 2.12560, -0.23913], [4.81132, 2.43071, 1.05577], [3.57140, 1.97728, 1.50861], [0.61964, 1.16325, 3.16356], [2.46546, 0.33643, -1.28189], [4.63966, 1.15827, -2.08701], [6.12117, 2.46584, -0.62053], [5.46776, 3.00393, 1.69566]],
  "mulliken_spin": [0.81, -0.03, 0.01, -0.01, 0.01, -0.01, 0.01, 0.00, 0.06, -0.04, 0.10, -0.03, 0.14, -0.05, 0.00, 0.00, 0.00, 0.00, 0.00, 0.00, 0.00, 0.00, 0.00, 0.01, 0.00, 0.00, 0.00, 0.02, 0.00, 0.00, 0.00, 0.00, 0.00, 0.00, 0.00, 0.00, 0.02, 0.03, -0.04, 0.00, 0.00, 0.00, 0.00, 0.00, 0.00, 0.00, 0.00, 0.00, 0.00, 0.00]
}

***

{
  "formula": "C4H8Cl2NO2P",
  "method": "ωB97M-V/def2-TZVPD",
  "orbital_gap_ev": 11.249,
  "lumo_energy_ev": 0.55,
  "relative_energy_kcal_mol": 8.0,
  "smiles": "CC/N=C(/C)OP(=O)(Cl)Cl",
  "largest_force_ev_per_a": 5.7,
  "elements": ["C", "C", "N", "C", "C", "O", "P", "O", "Cl", "Cl", "H", "H", "H", "H", "H", "H", "H", "H"],
  "positions_angstrom": [[1.26005, -1.38569, 1.18134], [1.38404, 0.01995, 0.50074], [-0.02208, 0.37156, 0.49115], [-0.78795, 0.73292, -0.39498], [-2.20958, 1.11725, -0.49119], [-0.25632, 1.10140, -1.94499], [-0.66063, 0.15232, -3.10844], [-1.12488, -1.17424, -2.73194], [-2.04286, 1.13115, -4.15256], [1.01105, 0.17194, -4.16976], [0.40862, -1.27673, 1.78702], [0.85864, -1.98873, 0.26152], [2.06225, -1.70339, 1.69723], [1.96110, -0.03174, -0.50961], [1.91098, 0.74129, 1.09691], [-2.86474, 0.96634, 0.35648], [-2.64111, 0.48453, -1.24174], [-2.17735, 2.15193, -0.90714]],
  "nbo_charge": [-0.59, -0.23, -0.41, 0.66, -0.70, -0.95, 2.00, -1.07, -0.26, -0.24, 0.22, 0.21, 0.21, 0.20, 0.21, 0.25, 0.25, 0.25]
}

***

{
  "formula": "C20H24B2ClF4N2O10PS2SeW",
  "method": "ωB97M-V/def2-TZVPD",
  "orbital_gap_ev": [2.759, 2.873],
  "lumo_energy_ev": [2.21, 2.25],
  "total_charge": -2,
  "relative_energy_kcal_mol": 218.7,
  "largest_force_ev_per_a": 3.8,
  "elements": ["W", "O", "B", "O", "C", "C", "C", "C", "C", "C", "H", "H", "H", "H", "C", "C", "C", "O", "P", "S", "S", "O", "C", "C", "C", "H", "H", "H", "H", "H", "H", "H", "H", "H", "H", "H", "H", "H", "H", "Cl", "C", "C", "O", "O", "H", "H", "O", "Se", "O", "O", "O", "F", "B", "F", "F", "F", "N", "C", "C", "C", "C", "N", "C", "C", "H", "H", "H", "H"],
  "positions_angstrom": [[0.75913, 0.90742, 0.14109], [-1.84730, 2.62395, 1.37350], [-0.61646, 1.99865, 1.54817], [-0.13504, 2.37634, 2.82832], [-1.05001, 3.21455, 3.37225], [-1.02972, 3.87581, 4.57950], [-2.10353, 4.72533, 4.85389], [-3.15424, 4.87369, 3.95584], [-3.16909, 4.19614, 2.73541], [-2.09732, 3.37436, 2.46919], [-0.21030, 3.75029, 5.27578], [-2.11031, 5.28849, 5.77925], [-3.98320, 5.52486, 4.20715], [-3.95766, 4.32812, 2.00672], [-3.55667, -3.24798, 0.01600], [-3.79314, -3.08868, -1.47900], [-3.74328, -4.43650, -2.18876], [-2.90972, -2.18527, -2.15142], [-1.36981, -1.77539, -1.87783], [-0.75008, -1.05367, -3.58104], [-1.42814, -0.70395, -0.14914], [-0.83821, -3.28297, -1.57718], [0.47381, -3.82366, -1.36198], [0.97986, -3.49906, 0.03271], [1.46052, -3.44204, -2.45290], [-4.33035, -3.90370, 0.42492], [-3.58602, -2.28388, 0.51875], [-2.57777, -3.69015, 0.20181], [-4.78081, -2.64540, -1.63151], [-2.77276, -4.90256, -2.01465], [-3.87577, -4.29823, -3.26255], [-4.53296, -5.08991, -1.80737], [0.29378, -4.90205, -1.42916], [0.98401, -2.42460, 0.19318], [1.99755, -3.87524, 0.16393], [0.32841, -3.94028, 0.78980], [1.74190, -2.39437, -2.36040], [1.01601, -3.58850, -3.43643], [2.35809, -4.05949, -2.36095], [2.80322, -1.39449, 3.78697], [1.44641, -0.24369, 3.95400], [0.34982, -0.46643, 2.91068], [-0.80347, -0.41151, 3.28656], [0.73502, -0.65660, 1.67459], [1.84108, 0.75674, 3.78209], [1.03276, -0.33807, 4.95059], [1.36839, -0.47528, -1.05638], [3.53319, -0.45064, 0.82069], [4.99942, -1.17402, 0.94972], [1.93705, 1.58221, 1.17953], [3.88635, 0.72127, -0.53216], [-1.01300, 1.85055, -1.46155], [-0.99506, 3.29436, -1.43056], [-2.22741, 3.79795, -1.05149], [0.01010, 3.59051, -0.42513], [-0.60007, 3.80541, -2.66180], [6.31698, 0.94372, -4.01267], [5.31486, 1.11296, -3.45828], [4.08360, 1.33092, -2.80609], [3.52255, 0.31721, -1.85786], [1.98054, 0.39664, -1.97206], [1.52608, 1.73584, -1.58178], [2.23839, 2.73778, -2.11256], [3.41129, 2.54665, -2.84075], [3.88418, -0.69694, -2.04878], [1.65606, 0.15496, -2.99019], [1.84191, 3.73067, -1.95750], [3.83635, 3.38085, -3.38273]],
  "lowdin_charge": [1.72, 0.15, -0.54, 0.12, -0.19, 0.00, -0.12, -0.12, 0.01, -0.19, 0.11, 0.09, 0.09, 0.12, -0.09, -0.46, -0.06, -0.35, -0.05, 0.27, 0.47, -0.32, -0.45, -0.05, -0.08, 0.08, 0.04, 0.07, 0.13, 0.07, 0.08, 0.07, 0.13, 0.02, 0.09, 0.08, 0.04, 0.06, 0.08, 0.56, -0.47, -0.71, 0.06, -0.35, 0.07, 0.07, -0.43, 0.99, -0.76, -0.45, -0.44, -0.01, -1.21, 0.15, 0.05, 0.13, 0.15, -0.17, -0.12, -0.31, -0.43, -0.03, -0.03, 0.03, 0.16, 0.12, 0.13, 0.12]
}

***

Molecular weight list, top to bottom, in Da: 1635.62; 862.73; 494.56; 203.99; 943.39
Electronic energy list, top to bottom, in Eh: -17866.95741; -3138.74425; -1674.90864; -1624.24708; -6154.43692